# C3H2NO3

An isolated ion of composition C3H2NO3 and charge -1 (wB97M-V/def2-TZVPD, the Open Molecules 2025 dataset).

Each line ends with the Mulliken charge.
Positions of all 9 atoms, in Å:
O1 -1.7159 -0.0153 1.2402  -0.58
C1 -1.8786 0.4654 0.1478  0.67
O2 -2.3400 1.4240 -0.3928  -0.59
O3 -0.9446 -0.5291 -0.8120  -0.46
C2 0.3147 -0.3499 -0.4692  0.26
C3 1.2182 0.2784 0.2469  -0.18
N1 1.7767 -0.6979 -0.6748  -0.61
H1 1.4579 1.0198 0.9345  0.34
H2 2.1114 -1.5955 -0.2206  0.15

Cartesian forces (eV/Å) of the 6 atoms listed first:
O -0.99 0.07 0.74
C 1.34 -0.25 1.60
O -0.42 -0.01 -1.08
O 2.10 -0.19 -1.26
C -0.11 1.48 1.88
C -2.91 -0.91 -0.77

Values from the calculation:
HOMO = -2.9409 eV
ΔE to the lowest compared entry with this formula, charge and spin = 87.36 kcal per mole
Multiplicity = 1
Net charge = -1
E_tot = -10773.9811 eV
SMILES = O=C([O-])OC1=CN1